(1)
Formula: C4H7N3
Source: the Open Molecules 2025 dataset
Level of theory: ωB97M-V/def2-TZVPD

XYZ file:
```
14
Properties=species:S:1:pos:R:3:mulliken_charge:R:1
N 1.941 -0.627 0.401 -0.32
C 1.965 0.527 0.361 0.28
C 2.051 1.877 0.536 0.30
N 2.061 2.974 0.808 -0.27
C -5.253 -1.611 0.566 -0.47
C -3.967 -1.206 0.312 -0.45
H -5.469 -1.730 1.619 0.20
H -5.981 -1.869 -0.143 0.26
H -3.258 -1.000 1.039 0.27
H -3.619 -1.225 -0.757 0.19
N 4.826 1.037 -0.972 -0.65
H 4.287 0.231 -1.283 0.23
H 4.609 1.853 -1.549 0.21
H 5.809 0.769 -0.937 0.21
```

## Properties
SMILES	N#CC#N.C=C.N

---

(2)
Formula: CH3N5
Source: the Open Molecules 2025 dataset
Level of theory: ωB97M-V/def2-TZVPD

XYZ file:
```
9
Properties=species:S:1:pos:R:3:mulliken_charge:R:1
H -2.350 0.491 -0.085 0.25
N -1.990 -0.455 -0.090 -0.58
C -0.738 -0.409 -0.182 0.56
N 0.120 -1.510 -0.103 -0.20
N 1.341 -1.139 -0.073 -0.21
N 1.423 0.214 -0.230 -0.04
N 0.095 0.777 -0.246 -0.37
H 2.114 0.750 0.330 0.28
H -0.013 1.280 0.680 0.30
```

## Properties
SMILES	[H]/N=c1/nn[nH][nH]1

---

(3)
Formula: C69H138O23
Source: the Open Molecules 2025 dataset
Level of theory: ωB97M-V/def2-TZVPD

XYZ file:
```
230
Properties=species:S:1:pos:R:3:mulliken_charge:R:1
C -3.190 2.842 5.711 -0.71
C -4.473 2.966 6.567 0.65
O -4.778 2.153 7.397 -0.59
C -5.347 4.172 6.297 -0.88
H -2.611 2.016 6.124 0.12
H -2.714 3.820 5.784 0.57
H -3.540 2.664 4.694 0.12
H -5.173 4.697 5.358 -0.02
H -5.490 4.844 7.144 0.41
H -6.330 3.714 6.191 0.34
C 0.717 3.070 -2.496 0.79
C 1.526 3.750 -3.660 0.39
O 2.657 4.123 -3.469 -0.57
C 0.851 3.955 -4.982 -0.85
H 0.290 2.158 -2.913 -0.22
H -0.191 3.594 -2.198 0.20
H 1.428 2.808 -1.713 -0.29
H 1.461 3.490 -5.756 0.31
H 0.679 5.019 -5.143 0.39
H -0.104 3.431 -4.983 -0.12
C -4.722 -0.351 4.458 -0.42
C -6.033 -0.630 3.676 0.09
O -7.021 0.117 3.857 -0.66
C -5.982 -1.772 2.731 -0.27
H -5.000 0.290 5.294 0.15
H -3.953 0.135 3.857 0.18
H -4.341 -1.295 4.848 0.19
H -6.149 -2.670 3.325 0.49
H -4.983 -1.808 2.297 -0.32
H -6.742 -1.967 1.973 0.51
C 1.621 -4.758 -3.891 -0.29
C 2.761 -5.155 -4.826 0.81
O 3.933 -5.239 -4.428 -0.53
C 2.406 -5.591 -6.228 -1.28
H 2.125 -4.250 -3.069 -0.02
H 0.879 -5.529 -3.685 0.39
H 1.037 -4.023 -4.443 -0.09
H 1.791 -4.887 -6.788 0.23
H 1.700 -6.421 -6.252 0.37
H 3.169 -5.853 -6.961 0.37
C 4.828 -4.635 -0.929 0.90
C 6.179 -5.412 -1.063 0.61
O 7.038 -5.319 -0.131 -0.62
C 6.520 -6.255 -2.262 -1.06
H 4.333 -5.052 -1.805 0.00
H 4.874 -3.546 -0.964 -0.16
H 4.284 -4.874 -0.014 -0.57
H 7.585 -6.473 -2.188 0.37
H 6.248 -5.662 -3.135 0.26
H 5.939 -7.175 -2.311 0.29
C 0.822 -8.081 2.120 -1.16
C 1.979 -7.315 1.457 0.82
O 1.774 -6.460 0.551 -0.40
C 3.316 -7.317 2.247 -0.90
H 0.481 -7.480 2.963 0.27
H 1.235 -9.036 2.445 0.43
H 0.004 -8.332 1.445 0.25
H 3.590 -6.305 2.545 0.11
H 4.025 -7.690 1.507 0.32
H 3.213 -7.901 3.161 0.38
C -2.393 -3.524 2.034 0.23
C -3.142 -3.876 3.310 0.61
O -4.292 -4.250 3.271 -0.52
C -2.468 -3.551 4.667 -1.09
H -3.115 -3.677 1.232 -0.25
H -1.698 -4.357 1.925 0.48
H -1.975 -2.519 1.973 -0.23
H -3.001 -3.685 5.608 0.39
H -1.943 -2.599 4.576 -0.03
H -1.721 -4.338 4.771 0.45
C -6.469 -4.610 0.950 -0.49
C -7.021 -5.476 -0.164 0.45
O -8.214 -5.305 -0.547 -0.62
C -6.205 -6.598 -0.767 -0.50
H -5.624 -3.963 0.714 -0.03
H -6.384 -5.202 1.861 0.45
H -7.176 -3.798 1.118 0.33
H -6.614 -6.782 -1.760 0.32
H -6.215 -7.444 -0.080 0.34
H -5.196 -6.221 -0.930 -0.27
C 5.520 0.962 3.180 -0.88
C 5.293 1.225 1.679 0.84
O 6.242 1.019 0.877 -0.63
C 3.962 1.779 1.163 0.52
H 5.385 1.898 3.722 0.28
H 6.497 0.480 3.199 0.37
H 4.909 0.114 3.492 0.00
H 3.275 0.960 0.949 -0.02
H 4.027 2.241 0.178 -0.52
H 3.445 2.411 1.885 0.06
C 3.029 -0.935 -5.865 -1.45
C 1.927 -0.310 -4.985 0.69
O 1.241 0.609 -5.362 -0.50
C 1.918 -0.733 -3.515 0.27
H 3.008 -2.021 -5.959 0.19
H 4.015 -0.700 -5.464 0.40
H 2.820 -0.480 -6.834 0.43
H 1.759 0.159 -2.908 -0.31
H 2.898 -1.191 -3.379 -0.07
H 1.154 -1.446 -3.207 0.32
C 4.746 0.401 -1.912 -0.41
C 5.641 -0.704 -2.502 0.52
O 5.677 -0.943 -3.694 -0.60
C 6.578 -1.351 -1.517 -0.38
H 4.332 1.139 -2.599 0.47
H 5.292 0.922 -1.126 0.35
H 3.932 -0.096 -1.383 -0.15
H 7.292 -0.668 -1.056 0.41
H 7.200 -2.087 -2.028 0.45
H 5.998 -2.046 -0.910 -0.61
C -1.936 -6.146 -3.129 -1.16
C -2.256 -5.978 -1.684 0.85
O -2.617 -4.896 -1.249 -0.36
C -2.076 -7.240 -0.844 -0.79
H -2.858 -6.282 -3.695 0.35
H -1.304 -7.001 -3.369 0.44
H -1.469 -5.227 -3.483 0.05
H -1.211 -7.096 -0.196 -0.06
H -1.859 -8.185 -1.343 0.43
H -3.010 -7.286 -0.285 0.25
C -0.210 0.927 5.463 -0.74
C 1.188 0.421 5.334 0.47
O 2.158 1.189 5.055 -0.48
C 1.609 -1.056 5.569 -0.82
H -0.787 0.194 4.899 0.13
H -0.353 1.852 4.905 0.32
H -0.429 0.981 6.530 0.48
H 2.595 -1.050 5.103 0.08
H 0.923 -1.830 5.225 0.19
H 1.721 -1.256 6.635 0.39
C 5.187 4.921 -0.915 -0.54
C 5.155 5.678 0.356 0.87
O 4.160 5.560 1.132 -0.46
C 6.317 6.532 0.618 -1.48
H 4.839 5.533 -1.747 0.35
H 4.488 4.097 -0.772 -0.26
H 6.230 4.651 -1.081 0.50
H 6.341 7.496 0.109 0.33
H 7.246 6.021 0.366 0.39
H 6.368 6.821 1.668 0.35
C 2.854 -3.290 2.016 0.18
C 4.173 -2.584 1.755 0.78
O 4.249 -1.606 0.943 -0.35
C 5.388 -3.193 2.369 -1.23
H 2.513 -3.233 3.050 0.33
H 2.930 -4.345 1.756 -0.42
H 2.021 -2.808 1.505 -0.42
H 5.509 -2.785 3.373 0.41
H 6.171 -2.934 1.656 0.25
H 5.367 -4.280 2.447 0.30
C -4.416 7.093 -3.303 -0.76
C -3.158 7.655 -2.781 0.57
O -3.225 8.765 -2.214 -0.63
C -1.851 6.861 -2.997 -0.48
H -4.372 6.011 -3.425 -0.08
H -4.593 7.660 -4.217 0.42
H -5.206 7.394 -2.615 0.32
H -1.034 7.465 -2.601 0.21
H -1.643 6.781 -4.063 0.45
H -1.960 5.889 -2.516 0.04
C -0.506 -1.130 -0.116 0.88
C -0.510 -0.037 0.936 0.73
O -0.850 -0.237 2.103 -0.52
C -0.058 1.433 0.579 -0.46
H -1.411 -1.736 -0.101 -0.77
H 0.427 -1.687 -0.027 0.07
H -0.635 -0.483 -0.984 -0.22
H 0.901 1.529 0.069 -0.23
H -0.012 1.992 1.514 0.39
H -0.861 1.752 -0.085 0.07
C -0.720 -1.412 -7.511 -1.13
C -1.305 -1.811 -6.246 0.70
O -1.257 -3.000 -5.816 -0.63
C -2.088 -0.793 -5.404 -0.23
H -1.568 -0.936 -8.003 0.39
H -0.296 -2.316 -7.949 0.27
H 0.134 -0.741 -7.414 0.21
H -1.433 -0.217 -4.751 0.00
H -2.848 -1.347 -4.853 0.04
H -2.618 -0.213 -6.159 0.37
C -4.646 2.610 -2.742 -1.06
C -3.198 2.423 -3.227 0.90
O -2.353 1.935 -2.516 -0.25
C -3.014 2.850 -4.714 -1.28
H -4.723 2.775 -1.667 0.02
H -5.260 1.757 -3.029 0.33
H -5.088 3.538 -3.106 0.39
H -3.971 2.845 -5.236 0.45
H -2.192 2.315 -5.190 0.18
H -2.570 3.845 -4.689 0.26
C 3.167 6.639 5.119 -0.29
C 3.981 5.380 5.393 0.50
O 5.087 5.423 5.946 -0.61
C 3.444 4.065 4.842 -0.34
H 3.792 7.494 4.859 0.34
H 2.488 6.748 5.964 0.33
H 2.556 6.375 4.256 -0.29
H 3.423 4.041 3.752 -0.15
H 2.498 3.882 5.352 0.34
H 4.073 3.197 5.040 0.28
C -4.245 5.192 0.516 -0.83
C -4.959 4.844 1.857 0.70
O -4.872 3.702 2.320 -0.45
C -5.443 5.943 2.678 -1.29
H -4.778 5.387 -0.414 0.40
H -3.567 4.369 0.292 0.06
H -3.572 6.033 0.684 0.40
H -6.024 6.580 2.011 0.41
H -4.605 6.541 3.035 0.31
H -6.021 5.700 3.569 0.29
C 0.720 6.464 2.198 -0.46
C 0.532 6.445 0.721 0.60
O -0.353 5.784 0.248 -0.48
C 1.484 7.195 -0.159 -0.79
H 0.956 7.423 2.660 0.48
H 1.553 5.791 2.404 -0.28
H -0.149 5.997 2.662 0.24
H 1.302 8.264 -0.044 0.38
H 1.151 6.894 -1.153 0.05
H 2.568 7.080 -0.143 0.08
C -4.199 0.078 -0.126 -0.09
C -5.040 -0.999 -0.692 0.78
O -6.159 -1.218 -0.347 -0.60
C -4.331 -1.952 -1.710 -0.64
H -4.794 0.962 0.101 0.33
H -3.441 0.427 -0.828 -0.22
H -3.712 -0.226 0.801 -0.03
H -4.372 -1.613 -2.745 0.30
H -4.763 -2.952 -1.737 0.23
H -3.293 -1.889 -1.382 0.02
```

---

Ordered relative energy (zero: lowest compared OMol25 entry of this formula, charge and spin) results: 2.6227; 1.8533; 4.9923; unit eV.
Ordered frontier orbital gap results: 10.00; 9.43; 8.95; unit eV.